Entry 1:
The following is a quantum chemistry calculation of a 12-piece molecular cluster, C44H104N4O19 overall at a distorted geometry, from the OMol25 dataset.

Computed properties:
- HOMO energy: -2.47 eV
- Net charge: -2
- Frontier orbital gap: 6.2 eV
- Largest force on an atom: 2.960 eV Å⁻¹

Last column: Mulliken charge in e.
Element x y z (Å)
C (1.113, -0.315, 0.655)  -1.78
C (0.422, 0.701, 0.013)  1.85
C (-1.105, 0.754, 0.114)  -0.77
O (-1.796, 1.695, -0.323)  -0.54
C (-1.768, -0.302, 0.747)  2.59
C (-1.124, -1.405, 1.363)  1.18
C (0.400, -1.260, 1.421)  1.16
O (1.055, -2.114, 2.066)  -0.44
O (-1.675, -2.341, 1.986)  -0.97
O (1.073, 1.582, -0.612)  -0.52
H (2.177, -0.504, 0.604)  0.16
H (-2.835, -0.161, 0.834)  -1.93
C (-5.262, 0.509, -0.614)  -0.47
C (-6.096, -0.038, 0.532)  -0.35
O (-5.358, -1.021, 1.248)  -0.57
H (-4.480, 1.158, -0.218)  -0.12
H (-5.964, 1.135, -1.182)  0.40
H (-4.889, -0.237, -1.313)  0.28
H (-7.009, -0.533, 0.190)  0.42
H (-6.345, 0.792, 1.208)  0.09
H (-4.435, -0.744, 1.256)  0.07
C (0.928, -6.392, 3.645)  -1.03
C (1.382, -4.979, 3.987)  0.38
O (2.311, -4.581, 2.961)  -0.60
H (0.318, -6.766, 4.469)  0.36
H (1.827, -6.937, 3.357)  0.32
H (0.299, -6.369, 2.754)  0.09
H (1.930, -4.942, 4.934)  0.36
H (0.576, -4.245, 4.047)  -0.20
H (1.992, -3.738, 2.609)  0.29
C (3.458, 4.542, 1.809)  -1.34
C (3.864, 3.352, 0.970)  0.92
O (3.916, 3.678, -0.421)  -0.67
H (2.756, 5.177, 1.270)  0.31
H (4.299, 5.133, 2.174)  0.37
H (2.983, 4.079, 2.679)  0.27
H (3.107, 2.560, 0.990)  -0.44
H (4.801, 2.912, 1.339)  0.19
H (3.946, 2.840, -0.900)  0.32
C (5.524, -0.451, 0.078)  -0.90
C (4.641, -0.339, -1.171)  0.00
O (3.856, 0.830, -1.259)  -0.22
H (5.042, -0.775, 1.005)  -0.19
H (5.920, 0.550, 0.275)  0.29
H (6.382, -1.127, 0.034)  0.52
H (3.970, -1.188, -1.304)  -0.03
H (5.431, -0.413, -1.923)  0.46
H (2.988, 0.659, -0.844)  -0.29
C (-3.413, -2.069, 5.044)  -0.69
C (-2.157, -2.893, 5.245)  -0.39
O (-1.021, -2.159, 4.784)  -0.55
H (-3.435, -1.309, 5.833)  0.24
H (-4.334, -2.650, 5.157)  0.41
H (-3.445, -1.582, 4.074)  -0.08
H (-2.267, -3.757, 4.568)  0.19
H (-2.068, -3.370, 6.220)  0.46
H (-1.161, -2.098, 3.820)  -0.09
C (4.693, 0.209, 4.528)  -1.58
C (3.779, -0.484, 3.502)  0.30
O (3.069, 0.561, 2.844)  -0.03
H (5.162, 1.103, 4.127)  0.26
H (5.478, -0.547, 4.699)  0.43
H (4.322, 0.281, 5.550)  0.36
H (2.998, -1.044, 4.035)  0.02
H (4.295, -1.264, 2.935)  0.13
H (2.428, 0.136, 2.239)  -0.37
C (-1.473, -4.421, -0.922)  -0.06
C (-1.248, -5.049, 0.453)  0.34
O (-2.417, -4.762, 1.231)  -0.74
H (-1.502, -3.336, -0.929)  -0.57
H (-2.382, -4.875, -1.316)  0.52
H (-0.663, -4.783, -1.572)  -0.11
H (-0.336, -4.659, 0.921)  -0.53
H (-1.086, -6.131, 0.459)  0.52
H (-2.223, -3.886, 1.652)  0.41
C (-3.901, 1.832, -5.358)  -1.02
O (-3.521, 2.586, -4.229)  0.03
C (-4.635, 3.364, -3.818)  -0.93
C (-4.312, 4.079, -2.529)  0.08
N (-3.395, 5.202, -2.791)  -0.23
C (-3.288, 6.028, -1.586)  -1.13
C (-2.453, 5.377, -0.471)  0.40
O (-1.249, 4.881, -0.934)  -0.24
C (-0.405, 4.470, 0.106)  0.06
H (-4.665, 1.101, -5.069)  0.38
H (-3.122, 1.273, -5.877)  0.20
H (-4.285, 2.503, -6.138)  0.38
H (-5.512, 2.712, -3.733)  0.40
H (-4.812, 4.143, -4.574)  0.32
H (-4.020, 3.420, -1.714)  -0.13
H (-5.258, 4.540, -2.184)  0.31
H (-3.757, 5.756, -3.555)  0.29
H (-4.267, 6.313, -1.174)  0.29
H (-2.776, 6.958, -1.857)  0.45
H (-3.094, 4.576, -0.071)  -0.48
H (-2.381, 6.094, 0.359)  0.48
H (-0.096, 5.270, 0.795)  0.30
H (0.515, 4.076, -0.329)  -0.07
H (-0.872, 3.651, 0.666)  -0.23
C (2.628, -7.016, -5.113)  -0.65
O (1.554, -6.440, -4.434)  -0.36
C (1.430, -6.767, -3.059)  -0.64
C (2.348, -5.996, -2.147)  -0.34
N (2.047, -4.605, -1.970)  0.16
C (2.465, -3.928, -0.754)  1.37
C (3.882, -4.318, -0.314)  -1.04
O (4.877, -3.971, -1.288)  -0.31
C (6.088, -4.556, -0.907)  -0.89
H (3.535, -6.969, -4.504)  0.26
H (2.765, -6.598, -6.110)  0.24
H (2.441, -8.076, -5.355)  0.26
H (1.590, -7.849, -2.934)  0.40
H (0.373, -6.587, -2.854)  0.22
H (3.405, -6.237, -2.318)  0.29
H (2.035, -6.480, -1.208)  0.25
H (2.305, -4.027, -2.756)  0.32
H (1.800, -4.039, 0.105)  -0.85
H (2.512, -2.849, -0.914)  -0.92
H (3.898, -5.401, -0.149)  0.61
H (4.136, -3.864, 0.648)  0.63
H (6.866, -4.345, -1.643)  0.29
H (6.038, -5.655, -0.942)  0.33
H (6.403, -4.267, 0.101)  0.33
C (-1.520, -0.635, -2.893)  -0.23
O (-0.519, 0.282, -3.268)  0.13
C (0.669, -0.380, -3.600)  -0.26
C (1.610, 0.573, -4.324)  -0.98
N (2.016, 1.708, -3.496)  0.76
C (3.108, 2.384, -4.175)  -0.62
C (2.564, 3.265, -5.294)  -0.77
O (1.823, 4.361, -4.773)  -0.11
C (1.617, 5.372, -5.748)  -0.84
H (-1.971, -1.042, -3.815)  0.43
H (-2.347, -0.104, -2.423)  -0.34
H (-1.164, -1.477, -2.297)  0.06
H (0.497, -1.209, -4.304)  0.54
H (1.120, -0.815, -2.696)  -0.16
H (0.928, 0.997, -5.068)  0.20
H (2.445, -0.034, -4.702)  0.35
H (2.315, 1.370, -2.592)  -0.57
H (3.887, 1.765, -4.649)  0.36
H (3.596, 3.146, -3.559)  0.24
H (1.960, 2.741, -6.037)  0.37
H (3.460, 3.731, -5.738)  0.49
H (2.635, 5.745, -5.919)  0.35
H (0.957, 6.105, -5.290)  0.18
H (1.149, 5.005, -6.669)  0.28
C (0.601, 1.791, 4.359)  0.03
O (-0.249, 2.593, 5.143)  -0.55
C (-1.574, 2.115, 5.196)  -0.77
C (-2.313, 1.957, 3.876)  1.11
N (-3.448, 2.875, 3.781)  -0.22
C (-4.102, 2.729, 2.501)  0.87
C (-5.330, 3.617, 2.343)  -0.81
O (-5.048, 4.853, 1.707)  -0.32
C (-4.206, 5.716, 2.455)  -0.77
H (1.641, 1.863, 4.675)  0.15
H (0.701, 2.037, 3.292)  -0.09
H (0.263, 0.750, 4.343)  0.18
H (-2.185, 2.756, 5.836)  0.37
H (-1.573, 1.171, 5.751)  0.35
H (-2.729, 0.940, 3.829)  -0.25
H (-1.703, 1.940, 2.969)  -0.50
H (-4.035, 2.873, 4.601)  0.30
H (-4.349, 1.676, 2.276)  0.01
H (-3.347, 3.003, 1.757)  -0.37
H (-5.802, 3.744, 3.329)  0.40
H (-6.088, 3.172, 1.696)  0.16
H (-3.172, 5.388, 2.558)  0.27
H (-4.636, 6.038, 3.406)  0.34
H (-4.160, 6.596, 1.808)  0.28

Entry 2:
The following is a quantum chemistry calculation of a 8-piece molecular cluster, C44H104N8O12 overall at a distorted geometry, from the OMol25 dataset.

Computed properties:
- HOMO energy: -8.44 eV
- Frontier orbital gap: 8.8 eV
- Structure (SMILES): COCCNCCOC.COCCNCCOC.COCCNCCOC.COCCNCCOC.COCCNCCOC.COCCNCCOC.CCCC#N.CCCC#N
- Largest force on an atom: 1.980 eV Å⁻¹

Last column: Mulliken charge in e.
Element x y z (Å)
C (14.100, 24.954, -30.733)  -1.16
C (14.163, 23.436, -31.042)  0.94
C (13.984, 22.557, -29.806)  0.35
C (12.911, 23.035, -28.943)  -0.34
N (12.065, 23.406, -28.248)  -0.39
H (13.070, 25.317, -30.752)  0.10
H (14.549, 25.464, -31.589)  0.73
H (14.586, 25.204, -29.793)  -0.17
H (15.104, 23.224, -31.550)  0.42
H (13.379, 23.261, -31.783)  -0.92
H (14.880, 22.607, -29.177)  0.28
H (13.853, 21.511, -30.070)  -0.02
C (15.821, 27.532, -28.426)  0.59
C (17.228, 27.325, -28.969)  -0.59
C (17.911, 28.580, -29.512)  -0.60
C (17.123, 29.271, -30.528)  0.33
N (16.504, 29.818, -31.323)  -0.47
H (15.094, 27.398, -29.234)  -0.39
H (15.609, 28.454, -27.893)  0.54
H (15.593, 26.644, -27.833)  -0.76
H (17.255, 26.485, -29.668)  0.33
H (17.856, 26.939, -28.157)  0.34
H (18.896, 28.323, -29.900)  0.36
H (18.047, 29.275, -28.680)  0.27
C (17.224, 21.586, -37.410)  -0.87
O (16.015, 21.612, -36.678)  -0.18
C (16.196, 22.051, -35.352)  -1.07
C (14.929, 21.850, -34.567)  0.95
N (14.705, 20.418, -34.348)  -0.43
C (13.346, 20.196, -33.791)  0.88
C (13.220, 18.858, -33.111)  -1.10
O (14.130, 18.746, -32.050)  -0.24
C (13.943, 17.634, -31.228)  -0.61
H (18.071, 21.351, -36.757)  0.35
H (17.372, 22.519, -37.955)  0.29
H (17.190, 20.741, -38.102)  0.25
H (16.489, 23.113, -35.345)  0.32
H (16.996, 21.504, -34.835)  0.47
H (14.103, 22.347, -35.104)  -0.10
H (15.004, 22.312, -33.580)  -0.32
H (14.637, 20.010, -35.279)  0.37
H (12.619, 20.295, -34.597)  -0.12
H (13.187, 20.971, -33.034)  -0.20
H (13.373, 18.032, -33.826)  0.32
H (12.192, 18.741, -32.731)  0.40
H (14.324, 17.851, -30.232)  0.04
H (14.417, 16.705, -31.574)  0.28
H (12.883, 17.374, -31.072)  0.37
C (13.718, 32.451, -25.496)  -0.83
O (13.607, 31.298, -26.290)  -0.30
C (12.440, 30.571, -26.011)  -0.64
C (12.204, 29.552, -27.114)  0.37
N (12.574, 30.020, -28.454)  -0.45
C (12.439, 28.901, -29.415)  0.82
C (11.426, 29.322, -30.473)  -1.01
O (11.351, 28.498, -31.627)  -0.32
C (12.574, 28.368, -32.292)  -0.36
H (12.909, 33.162, -25.712)  0.32
H (14.666, 32.952, -25.672)  0.26
H (13.660, 32.186, -24.430)  0.31
H (11.594, 31.279, -25.992)  0.39
H (12.472, 30.059, -25.041)  0.44
H (11.150, 29.302, -27.143)  -0.18
H (12.877, 28.706, -26.906)  -0.04
H (13.525, 30.356, -28.485)  0.29
H (12.179, 27.954, -28.942)  -0.29
H (13.410, 28.814, -29.910)  0.19
H (11.565, 30.373, -30.757)  0.36
H (10.425, 29.337, -30.026)  0.14
H (13.053, 29.343, -32.429)  0.36
H (12.399, 27.895, -33.259)  0.30
H (13.262, 27.694, -31.765)  -0.10
C (15.960, 24.463, -26.061)  -0.92
O (14.823, 23.781, -25.577)  -0.14
C (13.692, 24.607, -25.414)  -0.32
C (12.454, 23.793, -25.060)  -1.08
N (12.157, 23.805, -23.639)  -0.33
C (11.033, 22.933, -23.318)  -0.11
C (10.659, 23.058, -21.857)  -0.70
O (9.609, 22.131, -21.553)  -0.35
C (8.316, 22.665, -21.689)  -0.71
H (15.788, 25.541, -26.052)  0.39
H (16.198, 24.145, -27.082)  0.19
H (16.809, 24.236, -25.413)  0.35
H (13.542, 25.286, -26.265)  0.23
H (13.850, 25.327, -24.587)  0.42
H (12.738, 22.779, -25.412)  0.35
H (11.644, 24.011, -25.755)  0.60
H (12.990, 23.420, -23.197)  0.39
H (11.187, 21.876, -23.569)  0.06
H (10.178, 23.312, -23.887)  0.31
H (10.278, 24.068, -21.659)  0.38
H (11.464, 22.875, -21.145)  0.32
H (8.005, 23.208, -20.783)  0.28
H (7.627, 21.830, -21.812)  0.25
H (8.199, 23.361, -22.527)  0.31
C (9.863, 26.115, -28.873)  -0.69
O (9.837, 27.122, -27.892)  0.14
C (8.559, 27.360, -27.335)  -0.80
C (8.701, 28.617, -26.519)  -0.48
N (7.416, 28.873, -25.805)  -0.41
C (7.440, 30.171, -25.168)  -0.84
C (8.480, 30.388, -24.093)  -0.09
O (8.281, 29.369, -23.117)  -0.37
C (9.278, 29.359, -22.112)  -0.72
H (9.157, 26.340, -29.691)  0.42
H (9.565, 25.146, -28.460)  0.41
H (10.839, 26.080, -29.351)  -0.23
H (8.228, 26.535, -26.689)  0.29
H (7.836, 27.516, -28.142)  0.32
H (8.788, 29.481, -27.183)  0.25
H (9.553, 28.527, -25.842)  0.35
H (7.451, 28.192, -25.046)  0.34
H (6.473, 30.374, -24.696)  0.38
H (7.535, 30.961, -25.922)  0.39
H (8.326, 31.353, -23.591)  0.55
H (9.516, 30.371, -24.460)  -0.02
H (8.893, 28.710, -21.324)  0.26
H (9.495, 30.373, -21.774)  0.32
H (10.185, 28.843, -22.456)  0.25
C (15.964, 19.879, -29.427)  -0.66
O (16.560, 19.799, -28.145)  -0.42
C (15.996, 18.786, -27.325)  -0.59
C (15.893, 19.269, -25.894)  -0.62
N (14.744, 20.126, -25.743)  0.07
C (14.537, 20.712, -24.439)  0.17
C (13.520, 19.927, -23.633)  -0.49
O (13.581, 20.396, -22.294)  -0.31
C (13.086, 19.492, -21.338)  -0.88
H (14.875, 19.933, -29.336)  0.21
H (16.192, 18.975, -29.999)  0.47
H (16.349, 20.772, -29.911)  0.31
H (16.664, 17.918, -27.421)  0.47
H (15.012, 18.432, -27.657)  0.29
H (16.840, 19.771, -25.647)  0.33
H (15.765, 18.374, -25.277)  0.28
H (14.488, 20.706, -26.521)  0.09
H (14.128, 21.703, -24.621)  -0.75
H (15.466, 20.869, -23.886)  0.31
H (13.711, 18.847, -23.718)  0.50
H (12.486, 20.088, -23.961)  0.27
H (13.781, 18.663, -21.187)  0.33
H (12.111, 19.090, -21.657)  0.35
H (12.866, 20.053, -20.432)  0.27
C (13.047, 21.702, -38.189)  -0.17
O (11.799, 21.902, -38.802)  -0.43
C (10.873, 22.600, -38.002)  -0.38
C (10.331, 21.779, -36.854)  -0.86
N (10.982, 22.089, -35.577)  0.18
C (10.594, 23.396, -35.059)  -1.15
C (11.121, 23.618, -33.669)  -0.23
O (10.788, 22.574, -32.795)  -0.33
C (10.260, 22.968, -31.561)  -0.62
H (13.725, 22.564, -38.207)  0.24
H (13.550, 20.885, -38.710)  0.30
H (12.940, 21.394, -37.141)  -0.18
H (10.084, 22.893, -38.701)  0.30
H (11.290, 23.562, -37.676)  0.30
H (10.397, 20.719, -37.092)  0.38
H (9.251, 21.990, -36.729)  0.49
H (10.680, 21.386, -34.911)  0.15
H (9.494, 23.468, -35.103)  0.41
H (11.043, 24.167, -35.687)  0.33
H (10.786, 24.611, -33.336)  0.53
H (12.216, 23.734, -33.726)  0.04
H (10.929, 23.606, -30.975)  0.05
H (10.057, 22.068, -30.980)  0.31
H (9.299, 23.488, -31.675)  0.38